Below is an isolated molecule of C3H9NO at a distorted geometry, with properties calculated with ωB97M-V with the def2-TZVPD basis set.

Geometry as XYZ:
```
14
Properties=species:S:1:pos:R:3
H 0.24314 2.25824 0.22704
O 1.89103 1.25719 -0.55948
H -0.88095 -2.18300 1.45742
H -2.24368 -0.97514 1.23982
H -0.02617 1.55796 -1.22485
N 0.00545 0.13817 0.34474
H -2.14897 -2.41141 0.18257
H -0.56954 0.37528 1.14099
C -0.71528 -0.95202 -0.32058
H -1.29058 -0.56928 -1.18347
C -1.56227 -1.69253 0.75591
H 0.01545 -1.73103 -0.58053
C 0.51294 1.28637 -0.28981
H 2.25126 0.89514 0.24885
```

Output
* highest occupied orbital energy: -9.28 eV
* frontier orbital gap: 10.3 eV
* spin multiplicity: 1
* structure (SMILES): CCNCO
* energy above the lowest of the compared OMol25 structures with the same formula, charge and spin: 31.4 kcal per mole
* total charge: 0